Density functional theory data (ωB97M-V/def2-TZVPD) for a structure of composition C12H11F16IO7S in a non-equilibrium geometry.

Each line ends with the Löwdin charge.
Element x y z (Å)
O  -1.00644  -1.30416  1.16555  -0.246
S  -0.86203  -2.64510  1.52043  0.526
O  -1.50997  -3.53039  0.67227  -0.184
O  -1.25517  -2.70310  3.06333  -0.095
C  -0.03776  -2.53318  3.78081  -0.424
O  0.19884  -3.78853  4.35726  0.036
C  1.11431  -2.43466  2.80540  -0.709
I  1.86765  -0.47310  2.37958  1.071
O  0.64225  -3.14264  1.68408  -0.174
H  -0.05514  -1.84710  4.58653  0.151
H  -0.26964  -3.83497  5.18548  0.108
H  1.91455  -2.90071  3.29327  0.077
C  -1.96731  -3.18345  -2.67880  -0.039
C  -2.16464  -4.44090  -3.54187  -0.441
C  -0.93610  -5.30669  -3.82661  -0.300
F  0.01481  -4.62524  -4.49759  0.094
F  -1.30895  -6.35838  -4.59538  0.095
F  -2.76812  -4.09821  -4.70004  0.131
F  -3.03500  -5.23807  -2.86453  0.109
O  -1.82507  -1.94276  -3.34973  0.057
C  -0.61479  -1.53176  -3.81397  -0.561
C  -0.60616  -1.42826  -5.33847  -0.287
F  -0.91698  -2.60728  -5.90431  0.103
F  0.63248  -1.07424  -5.74992  0.099
F  0.38037  -2.30818  -3.35594  0.153
F  -0.40370  -0.29088  -3.32921  0.147
H  -2.89287  -3.06942  -2.12258  0.150
H  -1.19524  -3.32342  -1.92608  0.128
H  -0.51253  -5.69089  -2.89449  0.174
H  -1.32487  -0.67617  -5.66840  0.175
C  -0.01323  4.12249  1.64261  -0.035
C  -0.30529  5.62653  1.77624  -0.446
C  0.44017  6.57973  0.83989  -0.303
F  1.77537  6.50976  1.01713  0.095
F  0.05250  7.84766  1.10852  0.099
F  -0.12600  6.00174  3.05925  0.134
F  -1.62681  5.78481  1.49570  0.109
O  0.91158  3.55124  2.54963  0.045
C  2.24794  3.59635  2.30735  -0.558
C  2.99019  4.42538  3.35412  -0.286
F  2.51139  5.67931  3.39438  0.108
F  4.29855  4.47759  3.02466  0.105
F  2.50026  4.00877  1.05838  0.159
F  2.70151  2.32076  2.39911  -0.001
H  -0.95007  3.62914  1.88605  0.150
H  0.20867  3.84215  0.61472  0.149
H  0.20370  6.35769  -0.20468  0.174
H  2.88277  3.97074  4.34089  0.177

Electronic energy: -89368.785 eV
Net charge: 0

Density functional theory data (ωB97M-V/def2-TZVPD) for an isolated molecule of C17H18FNO2S.

Each line ends with the Löwdin charge.
Element x y z (Å)
C  6.53270  0.94433  0.43441  -0.068
O  5.86202  -0.29820  0.36914  -0.061
C  4.53150  -0.34552  0.13779  -0.211
C  3.98304  -1.63138  0.06563  0.009
C  2.63953  -1.84069  -0.15144  -0.033
C  1.77676  -0.75971  -0.31709  -0.136
C  0.31477  -0.89698  -0.58279  -0.444
O  -0.30683  -0.07309  -1.22350  0.076
N  -0.25749  -2.01525  -0.06818  0.064
C  -1.68064  -2.24026  -0.14856  -0.196
C  -2.40327  -1.78231  1.12095  -0.240
C  -3.91442  -1.86709  0.98304  -0.464
S  -4.55742  -0.87615  -0.41690  0.918
C  -3.77588  0.69584  -0.11702  -0.549
C  -3.11513  1.31598  -1.16668  -0.116
C  -2.49172  2.53205  -0.95893  -0.082
C  -2.52226  3.12575  0.29173  -0.089
C  -3.19425  2.50837  1.33373  -0.086
C  -3.83033  1.29695  1.13189  -0.114
C  2.30571  0.52326  -0.27353  0.064
C  3.65115  0.72458  -0.04115  -0.179
F  4.08258  2.01093  0.00550  0.052
H  6.16242  1.55996  1.25770  0.096
H  6.44491  1.49990  -0.50215  0.097
H  7.57805  0.69587  0.61075  0.094
H  4.66164  -2.46096  0.18545  0.122
H  2.27395  -2.85382  -0.22484  0.111
H  0.26544  -2.57669  0.58411  0.132
H  -1.86872  -3.30181  -0.33352  0.127
H  -2.04014  -1.65799  -1.00007  0.095
H  -2.09452  -2.39872  1.97064  0.114
H  -2.11297  -0.74904  1.32831  0.105
H  -4.40870  -1.54035  1.89798  0.066
H  -4.23326  -2.88375  0.75401  0.072
H  -3.08148  0.83859  -2.13273  0.106
H  -1.96748  3.00688  -1.77376  0.107
H  -2.02435  4.06988  0.45675  0.100
H  -3.22806  2.97165  2.30942  0.102
H  -4.36430  0.82370  1.94304  0.105
H  1.65832  1.37352  -0.42276  0.134

Electronic energy: -37059.088 eV
Structure (SMILES): COc1ccc(C(=O)NCCCSc2ccccc2)cc1F
Net charge: 0

Density functional theory data (ωB97M-V/def2-TZVPD) for a cluster of 2 separate species, CHF2O2P in total in a non-equilibrium geometry.

Each line ends with the Löwdin charge.
Element x y z (Å)
C  -0.08099  -0.77843  -0.17862  -0.136
O  4.20090  0.32164  -0.27604  -0.480
O  1.77436  0.13685  0.31550  -0.465
F  -0.57755  -1.03701  0.97463  0.196
F  0.48642  -1.77360  -0.86096  0.079
P  3.05891  -0.60393  -0.29094  0.664
H  -0.67352  -0.09506  -0.68612  0.141

Electronic energy: -19870.073 eV
Net charge: 0

Density functional theory data (ωB97M-V/def2-TZVPD) for a structure of composition C20H28NO2SSr in a non-equilibrium geometry.

Each line ends with the Löwdin charge.
Element x y z (Å)
O  -5.63233  -1.43489  -0.81766  -0.138
C  -6.05041  -2.62327  -0.02894  -0.185
C  -7.43273  -2.84263  -0.56608  -0.089
H  -6.11553  -2.40209  1.04109  0.134
H  -5.38785  -3.46406  -0.21957  0.081
C  -7.05849  -1.54970  -1.32942  -0.532
H  -8.13242  -2.81372  0.29055  0.121
H  -7.55033  -3.78762  -1.11993  0.120
C  -7.88214  -0.35803  -0.83322  -0.019
H  -7.97629  -0.38814  0.26673  0.091
H  -8.90294  -0.32852  -1.25988  0.095
H  -7.37482  0.58276  -1.08594  0.088
C  -7.05851  -1.76132  -2.84164  -0.022
H  -6.53018  -2.68921  -3.12434  0.093
H  -6.53915  -0.92809  -3.33157  0.087
H  -8.06919  -1.81204  -3.29098  0.094
Sr  -2.75744  0.05167  -0.68946  1.378
C  1.11850  0.18219  -2.15248  -0.186
C  1.37072  -0.88281  -1.24713  -0.206
C  0.43355  -1.91412  -1.50264  -0.232
H  2.14725  -0.88255  -0.47872  0.059
C  -0.37409  -1.50594  -2.60724  -0.285
C  0.08822  -0.23767  -3.02853  -0.244
H  -0.25499  0.31900  -3.90236  0.061
H  1.59626  1.17597  -2.16526  0.080
H  0.32801  -2.85818  -0.95925  0.055
H  -1.15616  -2.10568  -3.08751  0.041
C  -0.51418  2.92282  -0.24537  -0.156
C  -1.09293  2.88595  -1.54970  -0.174
C  -2.51112  2.79252  -1.40815  -0.331
H  -0.56651  3.01652  -2.50124  0.084
C  -2.81524  2.75037  -0.01040  -0.341
C  -1.54855  2.77583  0.70250  -0.198
H  -1.47108  2.79444  1.78270  0.080
H  0.52973  3.11712  -0.01321  0.089
H  -3.25425  2.91070  -2.19390  0.060
H  -3.80012  2.82915  0.44075  0.055
O  -3.73516  -4.49027  1.28001  -0.169
C  -3.03182  -3.99230  0.05799  -0.182
C  -2.26391  -5.17670  -0.46124  -0.168
H  -2.30413  -3.20745  0.31764  0.117
H  -3.78489  -3.52894  -0.59851  0.089
C  -1.70953  -5.74652  0.85934  -0.149
H  -1.47405  -4.83661  -1.12185  0.109
H  -2.93775  -5.92722  -0.89246  0.116
C  -2.81312  -5.35999  1.91991  -0.207
H  -0.71743  -5.29127  1.06686  0.121
H  -1.72383  -6.84086  0.79188  0.099
H  -2.30938  -4.85725  2.78212  0.122
H  -3.40787  -6.24708  2.24073  0.116
S  1.67248  0.36081  2.33392  0.435
C  0.29945  0.02590  1.57052  -1.049
N  -0.74745  -0.22736  0.98857  -0.105

Electronic energy: -38448.349 eV
Net charge: -1

Density functional theory data (ωB97M-V/def2-TZVPD) for a structure of composition H6Si5 in a non-equilibrium geometry.

Each line ends with the Löwdin charge.
Element x y z (Å)
Si  1.51926  1.25396  -0.05368  -0.022
Si  -0.44685  -2.03856  -0.27948  0.211
Si  -0.81655  1.86942  -0.18530  0.069
Si  -1.69992  -0.13899  0.28274  0.232
Si  2.16122  -0.92489  0.53219  0.379
H  1.99811  0.96402  -1.41862  -0.135
H  2.37568  2.39672  0.65720  -0.087
H  -1.05650  -3.32756  -0.46436  -0.185
H  -0.38596  -1.70813  -1.74167  -0.151
H  -0.87487  2.17921  1.28072  -0.193
H  -2.77362  -0.52519  1.39026  -0.116

Electronic energy: -39478.887 eV
Net charge: 0

Density functional theory data (ωB97M-V/def2-TZVPD) for a structure of composition C19H44B2NO26 in a non-equilibrium geometry.

Each line ends with the Löwdin charge.
Element x y z (Å)
C  1.66676  -3.74291  1.62612  -0.094
C  0.38376  -3.05591  1.50012  -0.233
C  -0.29824  -3.07291  0.08712  -0.131
C  -1.68624  -2.44491  0.07912  -0.056
N  -2.23524  -2.06691  -1.30988  -0.164
C  -2.47724  -3.20991  -2.20788  -0.205
C  -1.30424  -3.44491  -2.99488  -0.190
C  -0.53224  -2.12791  -3.07488  -0.090
C  -1.45024  -1.14691  -2.22888  -0.014
C  -3.73024  -1.61491  -0.92288  -0.076
C  -3.86524  -0.17291  -0.29388  -0.140
C  -5.42224  0.15309  -0.01488  -0.024
H  1.95576  -3.95091  2.72412  0.128
H  2.43476  -3.16591  1.26612  0.010
H  1.60776  -4.57991  0.90412  0.091
H  0.63076  -2.02791  1.83112  0.124
H  -0.24824  -3.43591  2.16312  0.062
H  -0.09324  -4.05291  -0.27088  0.108
H  0.31376  -2.57491  -0.56188  0.053
H  -1.71224  -1.47591  0.40312  0.083
H  -2.34524  -3.09991  0.81912  0.194
H  -3.42024  -3.09391  -2.77088  0.142
H  -2.52124  -4.08191  -1.53188  0.146
H  -1.70824  -3.96391  -3.99888  0.163
H  -0.62924  -4.38291  -2.69688  0.153
H  -0.58824  -1.62091  -4.04388  0.126
H  0.39976  -2.30591  -2.60888  0.067
H  -2.13124  -0.75491  -2.93188  0.132
H  -1.00024  -0.45091  -1.58888  0.112
H  -4.22924  -2.35891  -0.35388  0.116
H  -4.33924  -1.55091  -1.78288  0.100
H  -3.24024  0.39609  -0.81988  0.054
H  -3.38624  -0.32791  0.57112  0.054
H  -5.90924  -0.38891  0.78812  0.070
H  -5.94124  0.24609  -0.83588  -0.023
H  -5.56624  1.41309  0.23312  0.165
O  -0.76424  2.25209  -2.74488  0.151
C  -1.30024  2.90309  -1.87288  -0.470
O  -1.22124  2.50609  -0.65188  0.225
B  -2.22124  3.37209  0.18912  -0.800
O  -2.69024  4.30509  -0.83988  0.305
C  -2.14524  3.95109  -1.91288  -0.460
O  -2.40424  4.66909  -2.91088  0.127
O  -1.42124  3.99109  1.27912  0.251
C  -2.01724  3.73809  2.41112  -0.458
O  -1.59824  3.97409  3.48912  0.199
C  -3.20124  2.96509  2.04412  -0.476
O  -3.27624  2.68309  0.83412  0.292
O  -3.91824  2.45909  2.87312  0.148
O  1.89176  2.52209  3.11212  0.097
C  1.72676  1.76609  2.11012  -0.370
O  2.60776  1.56409  1.26212  0.272
B  1.94976  0.52609  0.27512  -0.718
O  0.55776  0.56809  0.66612  0.299
C  0.38576  1.26009  1.67412  -0.432
O  -0.53624  1.16709  2.41612  0.173
O  2.52576  -0.78391  0.29612  0.298
C  2.66376  -1.19991  -0.83888  -0.538
O  2.78076  -2.33891  -1.07488  0.207
C  2.49876  -0.14391  -1.73088  -0.316
O  2.12476  0.94709  -1.16988  0.238
O  2.14876  -0.32091  -2.93788  0.107
O  2.30776  -4.84891  -2.20888  -0.029
H  2.04576  -3.90491  -2.28288  0.024
H  3.16776  -4.76891  -1.98488  -0.035
O  -1.45824  -0.23891  4.60412  -0.170
H  -1.08824  0.38409  3.87712  0.017
H  -2.50624  -0.10891  4.61812  0.094
O  1.10076  1.68909  -5.38988  -0.140
H  2.02776  1.41009  -5.07088  0.052
H  0.64676  1.87509  -4.48788  0.039
O  3.31276  0.43009  5.84112  -0.020
H  2.77176  0.98009  5.41212  -0.093
H  2.76276  -0.35791  6.04612  0.059
O  1.74876  5.83309  1.98812  -0.035
H  2.45876  5.81509  1.29612  0.059
H  1.69476  5.03409  2.41412  -0.045
O  2.01176  -1.51491  -5.29588  -0.121
H  2.15976  -1.08391  -4.41688  -0.020
H  1.39376  -1.06691  -5.92888  0.046
O  1.51276  2.65709  5.78312  -0.024
H  1.47476  2.62109  4.84112  -0.032
H  0.80776  2.14609  6.10812  0.017
O  2.77276  2.84709  -2.88488  -0.060
H  2.22376  2.53909  -2.10688  0.042
H  3.25576  3.50209  -2.37288  0.035
O  4.94676  3.71709  1.56412  -0.016
H  4.51376  2.87609  1.65912  0.006
H  5.33276  3.95909  2.35912  -0.001
O  4.70476  -1.44091  1.89812  0.094
H  5.36676  -1.37991  1.32912  -0.024
H  3.99976  -1.36391  1.39612  -0.080

Electronic energy: -76498.881 eV
Net charge: -1

- net charge of number 3 (CHF2O2P)?
  0